1.
Density functional theory data (ωB97M-V/def2-TZVPD) for a 2-piece molecular cluster, C3H9NO2 overall.

XYZ file:
```
15
Properties=species:S:1:pos:R:3
H 0.878 0.903 -2.614
C 1.044 -0.996 1.347
H -1.749 0.880 -1.344
C 0.019 0.338 -2.259
C -0.267 -0.442 1.796
H 0.824 -2.052 1.240
H -1.029 1.183 2.346
H 0.254 -0.630 -1.803
O -0.330 0.922 1.731
H 1.839 -1.059 2.088
O -1.192 -1.096 2.167
N -0.807 1.232 -1.445
H -0.452 1.474 -0.531
H 1.559 -0.753 0.417
H -0.589 0.094 -3.138
```

Summary:
HOMO energy = -9.00 eV
Orbital gap = 9.69 eV
Multiplicity = 1
SMILES = CC(=O)O.CN
ΔE to the lowest compared entry with this formula, charge and spin = 1.111 eV

Atom charges from the Mulliken analysis, given in e for atoms 1 to 6:
1 H 0.266
2 C -0.977
3 H 0.235
4 C -0.697
5 C 0.703
6 H 0.338

---

2.
Density functional theory data (ωB97M-V/def2-TZVPD) for a 2-piece molecular cluster, C3H9NO2 overall.

XYZ file:
```
15
Properties=species:S:1:pos:R:3
O 1.382 0.439 -2.290
H 1.202 0.923 -3.096
H 1.492 -1.569 -2.033
C 0.713 -0.821 -2.196
H 1.078 0.845 2.158
C 0.521 0.328 1.373
H 0.681 -0.725 1.566
H 0.068 -1.036 -3.035
H 0.146 -0.780 -1.265
N -1.819 -0.104 1.949
C -0.923 0.664 1.228
H -1.563 -0.547 2.814
O -1.338 1.518 0.478
H 1.086 0.557 0.483
H -2.724 0.308 1.867
```

Summary:
HOMO energy = -9.83 eV
Orbital gap = 10.74 eV
Multiplicity = 1
SMILES = CC(N)=O.CO
ΔE to the lowest compared entry with this formula, charge and spin = 1.082 eV

Atom charges from the Mulliken analysis, given in e for atoms 1 to 6:
1 O -0.502
2 H 0.289
3 H 0.204
4 C -0.337
5 H 0.336
6 C -1.065

---

3.
Density functional theory data (ωB97M-V/def2-TZVPD) for one molecule with the formula C3H9NO2.

XYZ file:
```
15
Properties=species:S:1:pos:R:3
H 0.556 0.084 1.520
H 1.944 -0.546 -1.044
H -0.266 -1.633 -0.911
O -1.115 1.679 0.293
H 0.049 -2.240 0.718
N 1.904 -0.180 -0.099
O -2.277 0.925 -0.113
H -1.359 -1.184 0.387
H 2.507 -0.745 0.489
H -2.991 1.540 0.096
C -0.318 -1.387 0.150
C 0.510 -0.149 0.455
H -0.119 0.850 -1.384
C 0.145 1.074 -0.347
H 0.828 1.912 -0.209
```

Summary:
HOMO energy = -9.23 eV
Orbital gap = 10.24 eV
Multiplicity = 1
SMILES = C[C@@H](N)COO
ΔE to the lowest compared entry with this formula, charge and spin = 4.397 eV

Atom charges from the Mulliken analysis, given in e for atoms 1 to 6:
1 H 0.335
2 H 0.225
3 H 0.261
4 O -0.277
5 H 0.354
6 N -0.651

---

4.
Density functional theory data (ωB97M-V/def2-TZVPD) for a 4-piece molecular cluster, C3H9NO2 overall.

XYZ file:
```
15
Properties=species:S:1:pos:R:3
H 1.998 -1.398 -0.798
C 1.698 0.201 0.438
H -1.680 -0.153 -1.497
H 0.693 1.254 -0.075
O -2.149 0.989 1.396
H 2.328 0.966 0.895
O 0.896 -0.480 1.201
C -1.503 0.390 0.573
N 2.215 -0.421 -0.684
C -2.123 -0.434 -0.538
H -0.175 -0.110 0.982
H -3.205 -0.300 -0.563
H -1.886 -1.489 -0.373
H -0.195 1.086 0.107
H 3.090 -0.102 -1.063
```

Summary:
HOMO energy = -7.90 eV
Orbital gap = 8.66 eV
Multiplicity = 1
ΔE to the lowest compared entry with this formula, charge and spin = 4.955 eV

Atom charges from the Mulliken analysis, given in e for atoms 1 to 6:
1 H 0.230
2 C -0.177
3 H 0.314
4 H -0.027
5 O -0.533
6 H 0.367

---

5.
Density functional theory data (ωB97M-V/def2-TZVPD) for a 2-piece molecular cluster, C3H9NO2 overall.

XYZ file:
```
15
Properties=species:S:1:pos:R:3
N 0.913 -1.826 1.297
H -0.657 -0.529 1.136
O -0.309 2.399 -0.553
H 0.817 -2.807 1.076
H 0.074 -0.403 2.677
H -0.547 -0.213 -1.178
H -1.059 2.976 -0.507
H 1.047 0.283 -1.170
H -1.083 -1.659 2.339
C -0.286 1.848 -1.800
C -0.197 -1.154 1.932
H 1.760 -1.637 1.806
H 0.303 -0.120 -2.631
C 0.116 0.459 -1.731
O -0.891 2.383 -2.693
```

Summary:
HOMO energy = -9.22 eV
Orbital gap = 9.97 eV
Multiplicity = 1
SMILES = CC(=O)O.CN
ΔE to the lowest compared entry with this formula, charge and spin = 1.516 eV

Atom charges from the Mulliken analysis, given in e for atoms 1 to 6:
1 N -0.458
2 H 0.064
3 O -0.451
4 H 0.188
5 H 0.289
6 H 0.163

---

6.
Density functional theory data (ωB97M-V/def2-TZVPD) for one molecule with the formula C3H9NO2.

XYZ file:
```
15
Properties=species:S:1:pos:R:3
O 2.043 -0.877 -0.106
H -1.961 -0.195 1.217
H 0.018 -1.727 0.596
O 0.231 0.921 1.358
H 0.239 -1.284 -1.172
H 0.125 2.196 -0.900
H 1.306 0.953 -1.241
N 0.339 1.213 -0.993
H -2.233 0.809 -0.227
H 2.329 -1.654 0.390
H 1.156 1.204 1.384
C 0.306 -0.982 -0.137
H -2.126 -0.921 -0.417
C -0.026 0.427 0.090
C -1.748 -0.083 0.159
```

Summary:
HOMO energy = -9.27 eV
Orbital gap = 10.11 eV
Multiplicity = 1
SMILES = C[C@@](N)(O)CO
ΔE to the lowest compared entry with this formula, charge and spin = 3.065 eV

Atom charges from the Mulliken analysis, given in e for atoms 1 to 6:
1 O -0.644
2 H 0.371
3 H 0.410
4 O -0.569
5 H 0.333
6 H 0.249